1:
Formula: C47H59As2ClCsGeN3OSeTe
Source: the OMol25 dataset
Level of theory: ωB97M-V/def2-TZVPD

Atoms and positions in Å:
1 Cs 0.97855 0.46601 -0.29103
2 C -2.26055 -2.77085 -1.50955
3 C -1.44298 -1.82435 -0.69624
4 As -1.43523 -1.67967 1.32089
5 C -0.74649 -3.56574 1.48164
6 C -1.61891 -4.63814 1.17472
7 C -1.10115 -5.92356 1.07969
8 C 0.26726 -6.17890 1.22242
9 C 1.12023 -5.11898 1.57406
10 C 0.61662 -3.80960 1.68293
11 C -3.36764 -1.99752 1.59195
12 C -3.78928 -2.83366 2.64029
13 C -5.15602 -3.11508 2.76956
14 C -6.11226 -2.56147 1.89890
15 C -5.67633 -1.67986 0.89526
16 C -4.29501 -1.39951 0.75000
17 As -1.70871 -2.29750 -3.42093
18 C 0.20333 -2.91031 -3.53407
19 C 1.22350 -1.93961 -3.38993
20 C 2.55641 -2.36133 -3.20222
21 C 2.89247 -3.72746 -3.27064
22 C 1.87974 -4.67196 -3.51826
23 C 0.53310 -4.27757 -3.59620
24 C -2.61639 -3.89000 -4.11141
25 C -3.27935 -4.87925 -3.36396
26 C -3.70369 -6.05573 -4.02905
27 C -3.61144 -6.18513 -5.40707
28 C -2.97248 -5.16394 -6.15692
29 C -2.47116 -4.04635 -5.50955
30 H -3.35244 -2.72275 -1.45827
31 H -1.96881 -3.80136 -1.36726
32 H -1.61033 -0.77986 -1.03573
33 H -0.39298 -2.14809 -0.80792
34 H -2.67990 -4.43892 1.03187
35 H -1.80289 -6.72631 0.84037
36 H 0.67218 -7.18524 1.09512
37 H 2.17009 -5.26208 1.75069
38 H 1.27572 -2.97995 1.92496
39 H -3.06735 -3.27731 3.33767
40 H -5.44354 -3.80782 3.58094
41 H -7.18836 -2.69324 2.04759
42 H -6.36712 -1.21560 0.20882
43 H -3.96232 -0.73382 -0.06363
44 H 0.94469 -0.87696 -3.40759
45 H 3.34427 -1.62580 -3.01753
46 H 3.92591 -4.04748 -3.14582
47 H 2.08426 -5.74289 -3.56435
48 H -0.25403 -5.03710 -3.69648
49 H -3.44993 -4.76770 -2.31036
50 H -4.14794 -6.85322 -3.41413
51 H -4.01962 -7.08604 -5.87856
52 H -2.86370 -5.25333 -7.25074
53 H -1.91878 -3.28489 -6.06764
54 Cl -0.89899 2.60630 2.15216
55 C -1.60668 0.98908 2.15158
56 H -2.68552 0.99818 2.06653
57 H -1.21415 0.50337 3.05092
58 C 3.59085 1.24849 -4.42974
59 Te 2.51207 2.29907 -2.89294
60 C 4.13861 2.49451 -1.41154
61 H 4.45530 0.73816 -3.95930
62 H 3.91793 1.98144 -5.19768
63 H 2.93732 0.49096 -4.92513
64 H 5.06578 2.80325 -1.92537
65 H 4.33611 1.57118 -0.85465
66 H 3.84690 3.25534 -0.67503
67 C 3.86414 5.76604 9.13580
68 C 2.93191 4.86325 8.40132
69 C 2.95940 4.81524 7.00860
70 C 2.08611 3.99289 6.32590
71 C 1.21600 3.15638 7.02147
72 N 0.41279 2.23501 6.33787
73 C 0.76005 1.37662 5.29644
74 O -0.06786 0.64472 4.76804
75 N 2.09452 1.38420 4.93172
76 C 2.69017 0.69988 3.86572
77 C 3.90926 1.12731 3.32461
78 C 4.49405 0.38175 2.31421
79 C 3.83000 -0.79195 1.86003
80 N 2.59847 -1.10340 2.29521
81 C 2.08939 -0.45713 3.35312
82 C 1.15154 3.21634 8.40890
83 C 2.00922 4.07613 9.08321
84 H 4.71414 6.00782 8.48274
85 H 4.19857 5.28592 10.05653
86 H 3.34279 6.68380 9.41044
87 H 3.71493 5.40503 6.49617
88 H 2.01615 4.05205 5.22055
89 H -0.53636 2.02317 6.67554
90 H 2.71552 2.04936 5.41508
91 H 4.38620 2.03847 3.69459
92 H 5.41750 0.71667 1.87331
93 H 4.27343 -1.46071 1.10478
94 H 1.12543 -0.80922 3.70825
95 H 0.46019 2.58141 8.99982
96 H 2.02913 4.09664 10.18292
97 C -1.45295 6.05001 -6.41244
98 Ge -0.64694 4.67516 -5.25686
99 C 0.49429 5.61466 -3.98711
100 C 0.32255 3.31724 -6.27092
101 C -2.20345 3.85756 -4.28796
102 Se -1.63278 2.90009 -2.70937
103 C -2.00504 4.21391 -1.26594
104 H -0.66945 6.65090 -6.92889
105 H -2.05244 6.73177 -5.80719
106 H -2.14448 5.60264 -7.15267
107 H 1.30524 6.13733 -4.51284
108 H 0.93499 4.95798 -3.23913
109 H -0.08218 6.40094 -3.45270
110 H 1.03398 3.84272 -6.90618
111 H -0.36509 2.72690 -6.89243
112 H 0.84311 2.64105 -5.60146
113 H -2.66976 3.13562 -4.96924
114 H -2.95258 4.62614 -4.01109
115 H -1.16895 4.91681 -1.21628
116 H -2.02645 3.61988 -0.33167
117 H -2.97710 4.73249 -1.39767

Output
HOMO energy	-4.4	eV

Results of the Löwdin charge analysis, in e, for atoms 1 through 99: 0.62 -0.42 -0.56 1.24 -0.37 -0.13 -0.10 -0.10 -0.09 -0.12 -0.39 -0.13 -0.10 -0.09 -0.08 -0.12 1.32 -0.37 -0.15 -0.09 -0.08 -0.08 -0.09 -0.43 -0.10 -0.09 -0.09 -0.09 -0.15 0.07 0.04 0.01 0.01 0.09 0.10 0.10 0.09 0.05 0.11 0.10 0.10 0.09 0.11 0.07 0.09 0.10 0.10 0.10 0.08 0.11 0.10 0.11 0.09 0.30 -0.81 -0.08 -0.11 -0.46 1.04 -0.43 0.01 0.00 0.00 0.01 -0.02 0.00 -0.06 -0.30 -0.04 -0.05 -0.27 0.13 -0.48 0.02 0.14 -0.19 -0.01 -0.07 -0.17 0.01 -0.06 -0.01 -0.05 0.08 0.08 0.09 0.11 0.14 0.17 0.13 0.12 0.10 0.11 0.11 0.13 0.12 -0.24 0.72 -0.25

---

2:
Formula: C47H59As2ClCsGeN3OSeTe
Source: the OMol25 dataset
Level of theory: ωB97M-V/def2-TZVPD

Atoms and positions in Å:
1 Cs 19.51041 17.82874 9.29034
2 C 14.48988 16.75796 8.92263
3 C 13.63216 17.98483 8.57605
4 As 12.43389 18.65737 10.07047
5 C 13.83821 19.68922 11.03158
6 C 14.32739 20.94017 10.55676
7 C 15.40604 21.55653 11.13717
8 C 15.96411 20.99417 12.28819
9 C 15.53841 19.74195 12.72176
10 C 14.54829 19.09411 12.05496
11 C 11.37706 20.12847 9.23419
12 C 10.08050 20.15760 9.67377
13 C 9.18635 21.00256 8.99884
14 C 9.69501 21.86073 8.02881
15 C 11.01984 21.83346 7.58300
16 C 11.86840 20.90813 8.19992
17 As 13.71585 14.84966 8.88707
18 C 11.83364 15.32144 9.08339
19 C 11.10203 15.08407 10.22810
20 C 9.72263 15.26493 10.28941
21 C 9.07167 15.65403 9.13506
22 C 9.75558 15.99635 7.96668
23 C 11.17614 15.81062 7.92006
24 C 14.22924 14.07521 10.71135
25 C 13.43791 13.04906 11.24798
26 C 13.77756 12.43127 12.41907
27 C 14.87500 12.86270 13.12800
28 C 15.68659 13.88596 12.59378
29 C 15.39995 14.44787 11.35310
30 H 14.86370 16.79755 9.95548
31 H 15.39633 16.67337 8.27529
32 H 12.94632 17.74515 7.77078
33 H 14.32562 18.80280 8.26998
34 H 13.86672 21.44721 9.67692
35 H 15.77252 22.50129 10.76440
36 H 16.77939 21.53201 12.79555
37 H 15.91256 19.33597 13.69803
38 H 14.16852 18.08028 12.40436
39 H 9.69676 19.55580 10.53752
40 H 8.11660 20.94555 9.24476
41 H 9.03303 22.63704 7.58427
42 H 11.38871 22.55998 6.81571
43 H 12.91595 20.81436 7.87089
44 H 11.63147 14.77891 11.16479
45 H 9.19088 15.13458 11.21685
46 H 7.94772 15.70194 9.09859
47 H 9.33393 16.36344 7.02981
48 H 11.74283 15.88068 6.99141
49 H 12.57500 12.78586 10.64505
50 H 13.02887 11.70918 12.78815
51 H 15.11548 12.44040 14.13908
52 H 16.68019 14.06998 13.01147
53 H 16.08048 15.13637 10.84110
54 Cl 20.00673 16.07960 12.75881
55 C 20.65705 14.64889 12.21126
56 H 21.45323 14.18570 12.79596
57 H 20.23181 14.05625 11.41098
58 C 23.45513 17.58310 8.67880
59 Te 22.68351 18.60025 6.89109
60 C 24.13227 17.66885 5.55010
61 H 24.41823 18.11170 8.76639
62 H 23.55145 16.50121 8.55482
63 H 22.77582 17.90796 9.49471
64 H 23.84425 16.62897 5.34566
65 H 25.18605 17.81886 5.83169
66 H 23.96863 18.25274 4.62757
67 C 24.78935 25.72401 14.43881
68 C 24.51242 24.43351 13.75466
69 C 23.26773 23.75436 14.02528
70 C 22.97224 22.61762 13.33094
71 C 23.95446 22.02687 12.48762
72 N 23.43901 20.94798 11.71077
73 C 22.23265 20.94344 10.98294
74 O 21.68988 19.87623 10.66845
75 N 21.78429 22.17792 10.52999
76 C 20.83218 22.16741 9.41471
77 C 21.16306 22.74174 8.19751
78 C 20.19909 22.70743 7.17949
79 C 19.08432 21.89846 7.36552
80 N 18.84424 21.24799 8.51645
81 C 19.57542 21.52454 9.56586
82 C 25.21370 22.57348 12.35048
83 C 25.45884 23.80290 12.96552
84 H 24.38736 25.68988 15.48692
85 H 24.34212 26.57197 13.92027
86 H 25.84257 25.95685 14.54629
87 H 22.61752 24.12746 14.77085
88 H 22.04861 22.05359 13.32380
89 H 23.84404 20.01737 11.81021
90 H 22.47740 22.96764 10.57270
91 H 22.11515 23.36369 8.20160
92 H 20.44649 23.23938 6.26186
93 H 18.59600 21.54335 6.43995
94 H 19.26772 21.24391 10.54112
95 H 26.00067 22.04424 11.82240
96 H 26.42032 24.33816 12.80484
97 C 20.41896 8.88993 8.84769
98 Ge 20.45646 10.63672 9.83927
99 C 22.39049 11.03409 10.10749
100 C 19.52421 10.18638 11.53547
101 C 19.35534 11.97939 8.80727
102 Se 19.21923 13.97448 8.94899
103 C 21.10869 14.36929 8.44861
104 H 19.47112 8.78050 8.32946
105 H 20.56709 8.18429 9.67062
106 H 21.27664 8.85389 8.13861
107 H 22.90063 10.24466 10.69859
108 H 22.61141 11.94949 10.74072
109 H 22.95718 11.16546 9.16858
110 H 19.99076 9.24896 11.87169
111 H 18.45035 10.05857 11.27758
112 H 19.74240 10.96274 12.27735
113 H 18.25814 11.78320 8.82283
114 H 19.64120 11.84368 7.75133
115 H 21.68951 14.78370 9.33037
116 H 21.09812 15.14152 7.66708
117 H 21.53510 13.43770 8.17762

Output
HOMO energy	-3.4	eV

Results of the Löwdin charge analysis, in e, for atoms 1 through 99: 0.66 -0.44 -0.43 1.32 -0.39 -0.11 -0.11 -0.09 -0.11 -0.17 -0.42 -0.15 -0.09 -0.11 -0.09 -0.14 1.29 -0.48 -0.15 -0.09 -0.11 -0.08 -0.14 -0.38 -0.16 -0.11 -0.09 -0.07 -0.13 0.02 0.05 0.03 0.07 0.09 0.10 0.11 0.13 0.12 0.11 0.11 0.11 0.12 0.10 0.10 0.10 0.12 0.10 0.09 0.09 0.11 0.12 0.11 0.09 0.29 -0.83 -0.10 -0.16 -0.43 1.00 -0.46 -0.01 0.00 -0.04 0.00 0.01 -0.02 -0.07 -0.27 -0.02 -0.03 -0.26 0.12 -0.49 -0.04 0.13 -0.20 -0.01 -0.06 -0.14 0.05 -0.13 -0.02 -0.05 0.10 0.08 0.07 0.10 0.12 0.16 0.17 0.14 0.11 0.12 0.11 0.12 0.13 -0.22 0.80 -0.24

---

It is 2 that is the least stable of them.